Entry from the Open Molecules 2025 dataset: a molecular structure, C16H27BrINO3V (ωB97M-V/def2-TZVPD).

Calculated values
- Charge: 0
- Energy: -128486.472 eV
- Relative energy (zero: lowest compared OMol25 entry of this formula, charge and spin): 0.0 kJ/mol
- Spin multiplicity: 4
- Orbital gap (alpha / beta): 0.1617 / 0.2593 hartree
- F_max: 3.80 eV Å⁻¹
- Highest occupied orbital energy (alpha / beta): -4.078 / -6.817 eV

Element x y z (Å)
V1 -0.06123 2.05418 0.04325
C1 2.51906 2.81312 -1.33070
O1 1.17667 3.22435 -1.13068
C2 1.02662 4.63340 -1.00766
C3 -0.48005 4.87029 -1.06811
O2 -1.18001 3.80394 -0.38404
C4 -2.46905 3.61159 -1.04239
C5 -2.90069 2.23282 -0.44062
O3 -1.76698 1.33309 -0.77454
C6 -2.17972 -0.02725 -0.83689
H1 3.17421 2.73650 -0.44766
H2 2.95876 3.37456 -2.17620
H3 2.43403 1.78647 -1.76808
H4 1.57411 5.15151 -1.81595
H5 1.48012 5.02549 -0.15269
H6 -0.72018 4.90987 -2.15525
H7 -0.73162 5.87692 -0.64636
H8 -2.30424 3.50399 -2.07692
H9 -3.19629 4.43071 -0.70281
H10 -3.91473 1.79684 -0.66521
H11 -2.80242 2.27792 0.66170
H12 -2.20890 -0.53200 0.17841
H13 -1.42495 -0.55711 -1.42714
H14 -3.12915 -0.23361 -1.40970
Br1 2.43491 -7.01089 -3.75378
C7 1.16456 -6.67392 -2.38984
C8 0.84965 -7.77156 -1.57664
C9 -0.22970 -7.74845 -0.70991
C10 -1.09737 -6.74316 -0.73776
C11 -0.82691 -5.57585 -1.44491
C12 0.29211 -5.50259 -2.28813
I1 0.81502 -3.84882 -3.45596
H15 1.47694 -8.59140 -1.61573
H16 -0.43954 -8.69936 -0.19413
H17 -2.02293 -6.75556 -0.20679
H18 -1.37710 -4.68113 -1.12540
C13 2.04795 0.06651 2.25208
C14 0.88181 0.98088 2.66668
C15 1.24062 2.11584 3.67114
C16 -0.19504 0.18630 3.27151
N1 0.33638 1.71973 1.56281
H19 2.44743 -0.45160 3.14908
H20 2.96381 0.48444 1.76810
H21 1.74813 -0.80464 1.74057
H22 1.43327 1.69298 4.64303
H23 0.47862 2.87484 3.72115
H24 2.16645 2.59565 3.29915
H25 -0.81877 0.94709 3.83955
H26 0.19680 -0.61373 3.94445
H27 -0.84046 -0.28919 2.54592

Atomic forces in eV per Å
-0.4 0.8 -2.3
0.4 -1.7 -1.7
1.3 1.0 -0.7
-0.7 -0.4 -1.2
0.5 1.0 -0.5
-0.7 1.9 -1.7
-1.2 -1.0 3.4
1.0 0.0 0.7
-3.4 -0.4 -1.4
0.2 -1.7 0.0
-0.6 0.5 -0.1
0.0 0.3 0.6
0.1 0.6 0.7
-0.6 -0.3 -0.2
0.6 0.2 2.0
-0.3 -0.3 0.7
0.0 -0.9 -0.1
-0.1 0.2 -1.4
1.0 -1.0 -0.8
1.2 0.6 -0.4
-0.4 0.4 -0.3
-0.1 0.9 -1.0
0.1 0.2 0.3
0.6 0.8 0.7
0.0 0.5 0.3
-2.4 0.3 0.6
0.0 2.5 -0.4
0.8 -3.2 -0.4
-1.3 2.1 0.1
1.2 0.9 0.0
1.2 -1.7 -0.1
-0.4 0.0 0.3
1.1 -1.7 -0.1
0.0 0.7 0.0
-0.3 -0.1 0.6
0.0 -0.3 -0.9
1.6 0.3 1.8
0.8 2.0 -0.6
1.9 -0.8 -0.6
-1.5 -0.4 2.0
1.4 -1.8 3.0
0.0 0.6 0.2
-1.1 0.2 0.1
-0.9 -0.7 -1.4
0.2 0.0 0.7
-0.5 0.0 -0.1
-0.3 -0.1 0.3
0.3 -1.3 -0.4
-0.4 0.6 -0.1
-0.1 -0.1 -0.4

Mulliken population analysis, charges in e, atoms 1 to 2: 0.156 -0.810

Entry from the Open Molecules 2025 dataset: a molecular structure, C16H27Cl5OSi3Zr (ωB97M-V/def2-TZVPD).

Calculated values
- Charge: +2
- Energy: -106590.973 eV
- Relative energy (zero: lowest compared OMol25 entry of this formula, charge and spin): 12.7 kJ/mol
- Spin multiplicity: 1
- Orbital gap: 0.2657 hartree
- F_max: 1.00 eV Å⁻¹
- Highest occupied orbital energy: -14.883 eV

Element x y z (Å)
Zr1 -0.73388 0.42923 0.56502
C1 -3.04666 -1.88114 0.61888
O1 -1.74397 -1.25402 0.38739
Si1 -0.44256 -2.17889 -0.71206
C2 -0.16378 -3.69216 0.28760
C3 -1.46968 -2.57854 -2.18129
C4 0.70758 -0.73480 -0.68352
Si2 2.09521 -0.89560 0.58213
C5 1.06269 -0.58093 2.21833
C6 3.47255 0.33340 0.47736
C7 2.87827 -2.57105 0.67464
Si3 0.62117 0.33426 -2.23114
C8 1.95135 1.60148 -2.43810
C9 -1.09937 1.22998 -1.90730
C10 0.49769 -0.58807 -3.83292
H1 -2.88299 -2.91160 0.92083
H2 -3.61762 -1.84145 -0.30435
H3 -3.55951 -1.34356 1.40685
H4 -1.08711 -4.27527 0.29752
H5 0.14092 -3.50508 1.31661
H6 0.60153 -4.31232 -0.18598
H7 -2.24448 -3.28639 -1.87799
H8 -0.85841 -3.07543 -2.93871
H9 -1.94770 -1.71769 -2.64786
H10 0.91288 0.48203 2.47246
H11 1.62091 -0.97385 3.06926
H12 0.10304 -1.13404 2.25240
H13 3.20290 1.38496 0.49709
H14 4.05710 0.15313 -0.42908
H15 4.13818 0.14926 1.32560
H16 2.25783 -3.34238 1.12327
H17 3.79029 -2.49626 1.27176
H18 3.17046 -2.90669 -0.32446
H19 2.11176 2.29492 -1.61822
H20 1.70726 2.19251 -3.32555
H21 2.90157 1.10015 -2.64268
H22 -1.05385 2.11386 -1.24784
H23 -1.90535 0.54051 -1.58550
H24 -1.46328 1.63447 -2.85258
H25 1.24036 -1.38961 -3.87350
H26 0.72291 0.10516 -4.64685
H27 -0.47948 -1.02061 -4.03410
Cl1 1.05366 2.72438 0.63755
C11 -0.31299 3.23416 1.60827
C12 -1.24712 2.22745 1.67346
C13 -2.39168 2.47960 2.40845
Cl2 -3.53707 1.16695 2.45645
C14 -2.60499 3.68186 3.05474
Cl3 -4.03053 3.94326 3.94650
C15 -1.61176 4.67957 2.95349
Cl4 -1.83740 6.16561 3.73246
C16 -0.43322 4.46254 2.21508
Cl5 0.78636 5.64272 2.07012

Atomic forces in eV per Å
0.5 -0.3 -0.4
0.0 -0.1 0.0
-0.6 -0.8 -0.2
-0.2 0.4 0.2
0.1 -0.1 0.1
-0.1 0.0 -0.1
0.3 0.2 0.0
-0.2 0.0 0.0
-0.1 0.2 -0.6
0.1 0.1 -0.1
0.0 -0.2 0.1
-0.1 0.0 0.1
0.1 0.1 0.0
0.5 -0.3 0.5
-0.1 -0.1 -0.1
0.0 0.0 0.0
0.0 0.0 0.0
0.0 0.0 0.0
0.0 0.0 0.0
0.0 0.0 0.0
0.0 0.0 0.0
0.0 0.0 0.0
0.0 0.0 0.0
0.0 0.0 0.0
-0.1 0.1 0.2
0.0 0.0 0.1
0.0 0.0 0.2
0.0 0.0 0.0
0.0 0.0 0.0
0.0 0.0 0.0
0.1 0.0 0.0
0.0 0.0 0.0
0.0 0.0 0.0
0.0 0.0 0.0
0.0 0.0 0.0
0.0 0.0 0.0
-0.2 0.1 0.0
-0.2 0.1 -0.1
0.0 0.0 0.0
0.0 0.0 0.0
0.0 0.0 0.0
0.0 0.0 -0.1
0.2 0.3 0.0
0.0 -0.1 0.0
0.0 0.4 0.2
0.0 -0.3 -0.1
0.0 0.1 0.0
0.0 0.1 0.0
0.0 0.0 0.0
0.0 0.0 0.0
0.0 0.1 0.0
0.0 0.1 0.0
0.0 0.0 0.0

Mulliken population analysis, charges in e, atoms 1 to 2: 0.073 -0.910

Entry from the Open Molecules 2025 dataset: a gas-phase ion, C16H27ClN2O6P (charge +1) (ωB97M-V/def2-TZVPD).

Calculated values
- Charge: +1
- Energy: -54083.808 eV
- Spin multiplicity: 1
- Orbital gap: 0.2350 hartree
- F_max: 9.66 eV Å⁻¹
- Highest occupied orbital energy: -12.113 eV

Element x y z (Å)
C1 3.76497 -3.27643 2.25108
C2 3.59520 -3.24363 0.60368
O1 4.62709 -2.46028 -0.09304
C3 4.46402 -1.01069 0.11976
C4 4.90261 -0.07114 -1.14936
O2 4.25610 -0.40718 -2.42778
C5 2.82736 0.03690 -2.43906
O3 2.18854 -0.11463 -3.76548
C6 0.85108 0.55386 -3.78082
O4 0.49356 1.31406 -4.83619
C7 -0.14311 0.39793 -2.48697
C8 -1.30487 -0.75194 -2.28442
C9 -2.20866 -0.80786 -0.88229
C10 -3.32619 -2.02407 -0.93584
O5 -4.69899 -1.60231 -0.61199
C11 -5.13880 -0.45522 -1.42157
N1 -2.03805 0.18256 0.28904
P1 -3.03771 0.02619 1.75217
N2 -3.36679 -1.71160 2.18906
O6 -2.21459 0.52134 3.22343
C12 -1.00555 1.32461 0.12898
C13 -0.74001 2.52777 1.20272
Cl1 0.50109 2.08556 2.55990
C14 -2.06589 3.32456 1.74996
C15 -1.91814 4.96800 1.49260
C16 -0.03446 1.45134 -1.23550
H1 3.41474 -2.26881 2.77329
H2 3.08420 -4.12404 2.74430
H3 4.87478 -3.56979 2.53322
H4 3.60858 -4.38346 0.26447
H5 2.48888 -2.86563 0.38904
H6 5.12070 -0.74857 1.08199
H7 3.33858 -0.83594 0.44486
H8 4.65003 1.05123 -0.83486
H9 6.09219 -0.10216 -1.22814
H10 2.30107 -0.62744 -1.60025
H11 2.86235 1.18641 -2.13131
H12 -1.45257 -1.53411 -3.17058
H13 -3.37613 -2.55850 -1.98518
H14 -2.92085 -2.85586 -0.18130
H15 -6.29660 -0.63784 -1.64762
H16 -4.51931 -0.26887 -2.39722
H17 -5.12591 0.49120 -0.69437
H18 -3.46526 -1.80557 3.23746
H19 -2.45074 -2.18036 1.95406
H20 -1.40642 -0.05089 3.40231
H21 -0.14411 3.40212 0.63846
H22 -3.09226 2.90271 1.31041
H23 -2.16566 3.19815 2.92652
H24 -2.49932 5.60625 2.28270
H25 -0.76514 5.23532 1.64195
H26 -2.15943 5.24219 0.37314
H27 0.77376 2.32457 -1.33944

Atomic forces in eV per Å
-0.1 -0.3 0.3
-0.9 -1.0 1.3
-1.8 0.6 0.6
-0.4 -0.1 1.3
0.5 0.4 1.4
-1.7 0.9 0.5
1.3 0.1 2.4
-2.8 2.0 1.7
-0.1 3.3 -5.0
2.3 -5.6 7.6
-2.6 -0.2 4.3
1.2 2.9 2.4
2.4 1.2 -2.9
-0.1 -0.5 0.6
2.5 0.3 -1.0
-1.6 1.0 0.6
4.5 -0.6 -4.9
-2.8 0.4 4.5
2.9 1.0 -0.8
0.9 -1.7 -2.8
1.6 -0.9 -3.1
-0.3 1.5 -1.0
-1.4 0.1 -1.4
-0.8 0.5 1.3
1.4 -0.6 -0.3
-2.3 -2.7 -0.2
1.0 -2.0 -1.2
1.4 1.8 -1.4
-2.3 0.9 -0.6
0.4 2.7 0.3
2.3 -0.4 0.1
-1.3 -0.1 -2.2
2.1 -0.1 -0.8
0.4 -2.3 -0.6
-2.8 -0.2 -0.4
0.7 1.5 -2.0
-0.3 -2.3 -0.7
0.1 1.8 2.4
0.7 1.5 1.8
-1.4 1.9 -1.4
2.7 0.3 0.2
-1.2 -0.5 1.9
0.2 -1.8 -1.8
0.1 0.6 -1.4
-1.2 -0.1 0.5
-1.2 1.0 -0.1
-1.3 -2.5 0.9
2.4 0.9 0.7
0.4 0.0 -2.6
0.9 -1.4 -1.8
-2.4 -0.5 -0.2
0.2 -0.5 2.4
-2.2 -2.0 0.6

Mulliken population analysis, charges in e, atoms 1 to 2: -0.851 -0.113

Q: The highest charge belongs to which entry?
A: C16H27Cl5OSi3Zr